# 1
ORCA calculation (ωB97M-V with the def2-TZVPD basis set) on C31H54N3OP2Zr as an isolated structure in a non-equilibrium geometry.

Each line ends with the Mulliken charge.
Element x y z (Å)
C  2.24696  -1.30098  -0.91150  -0.03
C  1.38394  0.72118  -1.80329  0.05
C  3.14925  -1.38520  -1.95543  -0.81
C  2.08901  0.48320  -2.99996  -1.07
C  3.05939  -0.49624  -3.02201  -1.12
H  3.91979  -2.14859  -1.89909  0.64
H  1.93205  1.19832  -3.80274  0.59
H  3.71459  -0.59710  -3.88351  0.52
N  1.38629  -0.25901  -0.82162  1.84
P  0.58855  -2.54039  1.00067  1.52
P  0.20322  2.44130  0.07590  1.30
C  2.19555  -2.42626  0.11862  -1.83
H  2.41352  -3.40697  -0.34053  0.89
H  3.01073  -2.28330  0.84454  0.85
C  0.93891  2.06600  -1.50948  -1.13
H  0.35863  2.48253  -2.35509  0.78
C  -1.51680  3.47442  0.17111  2.11
C  1.70515  3.71063  0.07721  1.29
C  -0.40222  -3.70731  -0.13085  1.99
C  1.02748  -3.37595  2.65102  1.81
C  -2.61739  2.61701  0.83197  -1.39
H  -2.31153  2.24262  1.82461  0.24
H  -3.50968  3.25973  0.96791  0.56
H  -2.90397  1.75665  0.20619  0.18
C  -1.38484  4.76180  1.00776  -1.82
H  -1.06148  4.51263  2.02983  0.39
H  -0.70294  5.50862  0.57630  0.33
H  -2.38429  5.23319  1.09287  0.54
C  -1.93547  3.75760  -1.26545  -1.22
H  -2.91002  4.28077  -1.28407  0.58
H  -1.21069  4.35286  -1.84107  0.26
H  -2.09921  2.80773  -1.78877  -0.36
C  1.88222  4.29854  1.46050  -1.46
H  2.00525  3.49514  2.19796  0.19
H  2.79691  4.92224  1.48716  0.50
H  1.03966  4.92250  1.77893  0.31
C  3.00306  2.94601  -0.30606  -1.39
H  3.10258  2.05602  0.32575  0.14
H  2.98971  2.62866  -1.36330  0.37
H  3.88914  3.58991  -0.20250  0.64
C  1.42782  4.76018  -1.01453  -1.23
H  1.28828  4.26623  -1.98701  0.20
H  0.52972  5.37278  -0.84764  0.25
H  2.29451  5.43767  -1.13916  0.47
C  -0.28072  -3.75832  3.36178  -1.54
H  -0.03275  -4.19792  4.34445  0.49
H  -0.91351  -2.86957  3.52096  0.18
H  -0.85519  -4.50501  2.79392  0.30
C  1.77201  -2.34302  3.51169  -1.55
H  2.70538  -1.99449  3.05301  0.31
H  1.16165  -1.46088  3.73554  -0.06
H  2.06030  -2.81656  4.46684  0.63
C  1.94675  -4.59876  2.48145  -1.54
H  2.85280  -4.37673  1.89931  0.31
H  2.27532  -4.92442  3.48118  0.54
H  1.44016  -5.45732  2.02984  0.35
C  -0.15792  -3.32028  -1.60464  -1.50
H  0.87040  -3.56824  -1.90678  0.29
H  -0.85607  -3.89665  -2.24044  0.67
H  -0.33762  -2.24331  -1.76879  -0.12
C  -1.88681  -3.48741  0.19421  -1.43
H  -2.23310  -2.48265  -0.07030  0.00
H  -2.50569  -4.19534  -0.37993  0.55
H  -2.13948  -3.63719  1.25171  0.24
C  -0.07702  -5.19841  0.06159  -1.87
H  0.98554  -5.40214  -0.12516  0.37
H  -0.37872  -5.57895  1.05056  0.38
H  -0.65503  -5.75717  -0.69455  0.53
Zr  -0.26077  0.02626  0.81059  -1.74
C  1.67113  0.66704  1.93848  0.75
O  2.65143  0.95895  2.50951  -0.26
N  -1.91003  -0.33360  -0.63967  -0.71
C  -2.43162  -0.13076  -1.70457  -0.40
C  -2.46922  0.23100  -3.16074  2.08
C  -1.76048  1.40565  -3.90433  -1.40
C  -1.92140  -1.05536  -3.81813  -1.53
C  -3.99464  0.47783  -3.17612  -1.45
H  -1.95467  2.41720  -3.53800  0.36
H  -0.67875  1.26126  -3.98865  0.28
H  -2.10854  1.43168  -4.95937  0.55
H  -2.20067  -1.94898  -3.22569  0.40
H  -2.21717  -1.18979  -4.87481  0.46
H  -0.81861  -0.95311  -3.79757  0.28
H  -4.44185  0.79664  -4.13051  0.42
H  -4.49147  -0.44505  -2.81598  0.41
H  -4.23109  1.26826  -2.42546  0.29
C  -0.99224  0.15705  5.51599  -1.25
C  -0.96495  -0.00267  4.07595  0.64
N  -0.87471  -0.02159  2.90971  -0.28
H  -1.69448  0.96079  5.80198  0.42
H  0.02093  0.43174  5.88045  0.33
H  -1.30811  -0.77709  6.01738  0.36

Output
- Lowest unoccupied orbital energy (alpha / beta): -10.5 / -10.5 eV
- Frontier orbital gap (alpha / beta): 4.8 / 4.8 eV
- HOMO energy (alpha / beta): -15.30 / -15.30 eV
- Energy above the lowest of the compared OMol25 structures with the same formula, charge and spin: 6.77 kJ/mol
- Total charge: +3
- E_tot: -59372.3104 eV
- Multiplicity: 1

# 2
ORCA calculation (ωB97M-V with the def2-TZVPD basis set) on a 10-piece molecular cluster, C31H54O24 overall in a non-equilibrium geometry.

Each line ends with the Mulliken charge.
Element x y z (Å)
C  0.00540  0.25399  -0.28907  0.74
O  1.23138  0.77742  -0.83177  -0.70
H  0.25896  -0.09293  0.70994  0.42
H  -0.79171  0.99215  -0.35951  -0.41
H  -0.32338  -0.62268  -0.85532  0.03
H  1.11821  1.06272  -1.75814  0.23
C  1.71065  0.77502  -4.60776  -0.70
O  0.95937  1.31688  -3.54106  -0.38
H  2.03807  -0.23338  -4.36608  0.21
H  1.14568  0.76625  -5.54559  0.31
H  2.59595  1.36156  -4.87779  0.32
H  0.41350  2.05232  -3.83010  0.17
C  2.55830  -2.41891  -0.57801  -0.81
O  1.67571  -1.95524  -1.58536  -0.34
H  2.67857  -3.49960  -0.54979  0.34
H  3.54209  -1.95565  -0.71570  0.41
H  2.22825  -2.11029  0.42174  0.07
H  1.50962  -1.03205  -1.33055  0.25
C  -6.82496  -2.65451  0.67067  -1.32
C  -6.03619  -1.55792  1.35349  0.40
C  -5.04595  -2.10806  2.39340  -0.53
O  -3.85260  -1.38135  2.10140  -0.32
C  -3.91947  -0.81991  0.88796  0.66
O  -3.01465  -0.26114  0.35642  -0.57
O  -5.17360  -0.92751  0.40419  -0.35
H  -6.15845  -3.34503  0.15284  0.24
H  -7.63747  -2.32986  0.02443  0.35
H  -7.31457  -3.28511  1.42234  0.38
H  -6.65773  -0.77811  1.79510  0.33
H  -4.85383  -3.17328  2.28525  0.34
H  -5.40413  -1.83112  3.38121  0.34
C  -2.98168  -3.93992  -0.62229  -1.52
C  -1.49924  -4.15474  -0.41736  0.94
C  -0.80511  -3.27187  0.65738  0.81
O  0.01926  -4.21481  1.30758  -0.10
C  -0.25468  -5.48447  0.94835  0.53
O  0.27368  -6.46095  1.38433  -0.61
O  -1.23238  -5.49617  0.02894  -0.44
H  -3.25866  -3.04281  -1.17760  0.32
H  -3.51492  -3.90139  0.33306  0.41
H  -3.42857  -4.75555  -1.19146  0.49
H  -0.90477  -4.03505  -1.32317  -0.37
H  -1.53130  -2.81721  1.32856  0.27
H  -0.14137  -2.60991  0.10770  -0.83
C  2.98179  4.61454  -2.55195  -1.29
C  2.05254  5.13272  -1.45745  0.53
C  1.71540  4.13240  -0.32764  0.37
O  1.75079  4.94988  0.82402  -0.29
C  2.40026  6.12342  0.55722  0.55
O  2.68753  6.94051  1.37450  -0.57
O  2.72140  6.17041  -0.72856  -0.40
H  3.08226  5.40499  -3.29235  0.41
H  2.41802  3.82256  -3.05717  0.15
H  3.89392  4.20689  -2.12677  0.38
H  1.19180  5.58354  -1.95690  0.32
H  2.41345  3.29371  -0.37546  0.13
H  0.71078  3.74588  -0.50379  -0.29
C  1.89461  1.70018  2.24047  -0.95
C  3.00571  2.56297  2.79672  0.55
C  2.59396  3.70867  3.71045  -0.22
O  3.63672  3.72569  4.68312  -0.38
C  4.36632  2.61861  4.60569  0.55
O  5.30827  2.37649  5.28567  -0.56
O  3.85041  1.80119  3.63992  -0.36
H  2.26457  1.03541  1.46258  0.21
H  1.12822  2.35453  1.81728  0.07
H  1.40055  1.08595  2.99534  0.46
H  3.54743  2.99906  1.94496  0.11
H  1.61899  3.51218  4.16966  0.25
H  2.53225  4.68777  3.24278  0.18
C  -2.14902  2.95275  -0.13629  -0.87
C  -2.83804  4.31222  0.00176  0.26
C  -3.11696  4.73175  1.46246  -0.54
O  -2.36428  5.92341  1.63699  -0.37
C  -1.64924  6.20984  0.54713  0.77
O  -0.99814  7.19398  0.41378  -0.55
O  -1.82599  5.26871  -0.40042  -0.38
H  -1.72661  2.86745  -1.13708  0.28
H  -2.83573  2.12269  0.04812  0.21
H  -1.33278  2.80512  0.57264  0.06
H  -3.66985  4.50973  -0.67211  0.47
H  -2.80322  3.99587  2.20036  0.32
H  -4.18485  4.93032  1.55551  0.31
C  3.98234  -3.97608  2.98213  -1.25
C  3.01639  -3.25987  3.94727  0.27
C  3.40330  -1.80416  4.28240  -0.48
O  2.18203  -1.11194  4.06395  -0.28
C  1.27676  -1.88106  3.43258  0.59
O  0.23561  -1.49175  3.01716  -0.51
O  1.76640  -3.13436  3.31753  -0.23
H  4.01370  -3.42473  2.04432  0.18
H  3.54443  -4.94820  2.75867  0.37
H  4.93955  -4.06043  3.49230  0.41
H  2.88349  -3.77905  4.90057  0.29
H  4.17790  -1.42088  3.61849  0.24
H  3.72926  -1.77171  5.31836  0.36
C  -0.23221  -2.53774  -6.68264  -1.41
C  -0.06557  -2.92160  -5.21924  0.43
C  -0.77222  -1.99164  -4.19671  0.46
O  -1.65507  -2.86282  -3.52757  -0.25
C  -1.52609  -4.12171  -3.94398  0.64
O  -2.06374  -5.09482  -3.51299  -0.52
O  -0.68650  -4.18939  -4.99383  -0.40
H  -1.28522  -2.60590  -6.95897  0.38
H  0.29931  -3.27691  -7.28232  0.37
H  0.13755  -1.54093  -6.91571  0.30
H  0.97994  -3.03964  -4.92994  0.26
H  -1.28656  -1.15054  -4.66967  0.22
H  -0.06929  -1.51596  -3.51014  -0.36

Output
- Lowest unoccupied orbital energy: -0.3 eV
- Frontier orbital gap: 10.1 eV
- HOMO energy: -10.41 eV
- Energy above the lowest of the compared OMol25 structures with the same formula, charge and spin: 0.00 kJ/mol
- Structure (SMILES): C[C@H]1COC(=O)O1.C[C@H]1COC(=O)O1.C[C@H]1COC(=O)O1.C[C@H]1COC(=O)O1.C[C@H]1COC(=O)O1.C[C@H]1COC(=O)O1.C[C@H]1COC(=O)O1.CO.CO.CO
- E_tot: -82163.7027 eV
- Multiplicity: 1

# 3
ORCA calculation (ωB97M-V with the def2-TZVPD basis set) on C31H55BMnN9OPS3 as an isolated structure.

Each line ends with the Mulliken charge.
Element x y z (Å)
Mn  -0.48997  0.50740  -0.19502  0.48
C  5.56424  -2.62990  0.58789  -2.25
C  4.37122  -1.99102  -0.11808  1.34
C  4.67171  -0.50965  -0.32671  -1.21
C  4.14460  -2.70576  -1.45105  -1.58
N  3.13835  -2.16366  0.72258  0.38
C  3.10421  -2.92947  1.87611  -0.69
C  1.81313  -3.09006  2.21474  -1.07
N  1.03498  -2.43985  1.27604  0.90
B  -0.48435  -2.75991  1.22627  -0.06
N  -1.44832  -1.82504  2.00597  0.22
C  -2.61551  -2.37082  2.49720  -1.07
C  -3.16978  -1.48568  3.34802  -0.74
N  -2.34308  -0.37546  3.38930  0.59
C  -1.32121  -0.59111  2.52800  -0.01
S  -0.06477  0.52991  2.06401  -0.26
C  -2.46979  0.73393  4.40307  1.16
C  -1.23835  0.68395  5.30849  -1.55
C  -3.71320  0.48414  5.25035  -2.25
C  -2.61525  2.08770  3.70775  -0.80
N  -0.89289  -3.09978  -0.24154  0.47
C  -0.53818  -4.34100  -0.72820  -1.32
C  -0.95248  -4.42116  -2.00563  -0.37
N  -1.59110  -3.23312  -2.31520  0.66
C  -1.51238  -2.43389  -1.22655  -0.06
S  -2.06952  -0.79527  -1.08306  -0.62
C  -2.12308  -2.98667  -3.70284  1.28
C  -0.94614  -2.50789  -4.54835  -1.43
C  -3.25527  -1.96495  -3.74233  -1.78
C  -2.68189  -4.31211  -4.22959  -1.86
C  1.85894  -1.84198  0.39962  0.06
S  1.33423  -0.84952  -0.92569  -0.39
H  6.44103  -2.47564  -0.03953  0.45
H  5.44058  -3.70506  0.71187  0.54
H  5.76948  -2.17448  1.55713  0.48
H  5.62067  -0.41237  -0.85527  0.59
H  4.76860  0.00335  0.63178  0.45
H  3.88649  -0.04830  -0.92242  -0.06
H  5.05551  -2.64756  -2.04782  0.48
H  3.33110  -2.25821  -2.01768  0.28
H  3.91840  -3.76007  -1.28707  0.42
H  3.99046  -3.31007  2.34184  0.61
H  1.36488  -3.64183  3.02066  0.68
H  -0.57837  -3.80509  1.80908  -0.20
H  -2.92708  -3.36496  2.23107  0.73
H  -4.05240  -1.56270  3.95142  0.59
H  -1.14435  -0.30125  5.76707  0.38
H  -1.35242  1.41942  6.10467  0.52
H  -0.32399  0.90801  4.76431  0.26
H  -3.64150  -0.42845  5.84152  0.50
H  -4.62436  0.46328  4.65208  0.50
H  -3.80393  1.31802  5.94646  0.43
H  -1.93163  2.18327  2.87139  -0.30
H  -2.37542  2.87711  4.42098  0.56
H  -3.64098  2.24382  3.37052  0.36
H  -0.03333  -5.06032  -0.10857  0.69
H  -0.86756  -5.22673  -2.70748  0.55
H  -0.56376  -1.56211  -4.15938  0.19
H  -1.26577  -2.35612  -5.57947  0.47
H  -0.13441  -3.23600  -4.54902  0.36
H  -2.91869  -0.95210  -3.55241  0.28
H  -4.05574  -2.20731  -3.04338  0.40
H  -3.66701  -2.00007  -4.75106  0.57
H  -1.91105  -5.05437  -4.42728  0.47
H  -3.18482  -4.12474  -5.17669  0.46
H  -3.41033  -4.73292  -3.53616  0.43
C  3.93068  3.41337  -0.73491  -0.65
N  2.85595  3.59089  -1.83238  0.10
C  2.11300  4.91471  -1.55997  -0.80
N  1.59087  4.94460  -0.24361  0.21
C  2.66197  4.76602  0.73378  -0.94
N  3.35437  3.49324  0.55737  0.19
C  2.49205  2.34415  0.87157  -0.61
P  1.02761  2.24472  -0.22558  2.02
C  1.90174  2.42624  -1.84604  -1.47
C  0.48555  3.99680  -0.03548  -1.34
H  4.64481  4.22161  -0.89618  0.38
H  4.39895  2.44641  -0.91643  0.31
H  3.32477  3.65881  -2.73641  0.38
H  1.33028  4.99128  -2.31425  0.39
H  2.85284  5.70283  -1.70365  0.37
H  2.24247  4.80946  1.73702  0.39
H  3.38159  5.57816  0.61747  0.33
H  2.14995  2.42964  1.90558  0.74
H  3.05990  1.41778  0.79818  -0.48
H  1.19793  2.58290  -2.66460  0.43
H  2.47302  1.51806  -2.04435  0.53
H  0.09815  4.13444  0.97647  0.40
H  -0.33088  4.22452  -0.72042  0.39
C  -3.68862  2.89053  -1.98916  -0.85
C  -4.29844  2.11065  -0.82771  -0.63
C  -3.16296  2.08126  0.17017  -0.07
O  -1.94342  2.01135  -0.63677  0.35
C  -2.24944  2.40131  -2.00771  -0.30
H  -3.72684  3.96405  -1.79811  0.33
H  -4.18942  2.70238  -2.93647  0.40
H  -4.56086  1.09752  -1.13409  0.24
H  -5.18484  2.59060  -0.41772  0.46
H  -3.16048  1.21552  0.83034  -0.14
H  -3.10593  2.99356  0.76682  0.33
H  -2.10170  1.52910  -2.64492  0.13
H  -1.54203  3.18177  -2.29660  0.18

Output
- Lowest unoccupied orbital energy (alpha / beta): -4.5 / -4.5 eV
- Frontier orbital gap (alpha / beta): 7.9 / 7.8 eV
- HOMO energy (alpha / beta): -12.44 / -12.32 eV
- <S²>: 1.05
- Total charge: +2
- E_tot: -122280.8867 eV
- Multiplicity: 2